#a
A cluster of 2 separate species, C3H11N2 in total. Source: the Open Molecules 2025 dataset; level of theory: ωB97M-V/def2-TZVPD.

Calculated values
Multiplicity ... 2
Net charge ... +2
E_HOMO (alpha / beta) ... -21.5 / -20.0 eV

Positions of all 16 atoms, in Å:
C (2.638, -0.161, 0.568)
C (-0.653, 0.489, -0.663)
C (-1.400, -0.484, 0.242)
N (-2.751, -0.891, -0.192)
N (1.987, 1.051, 0.102)
H (1.931, -0.902, 0.911)
H (3.173, 0.204, 1.463)
H (-1.079, 1.496, -0.554)
H (-0.481, 0.203, -1.703)
H (-1.595, 0.029, 1.194)
H (-0.882, -1.412, 0.488)
H (-3.541, -0.232, -0.263)
H (-2.740, -1.474, -1.042)
H (0.942, 1.040, -0.164)
H (2.573, 1.417, -0.661)
H (3.327, -0.541, -0.196)

=====

#b
A cluster of 2 separate species, C3H11N2 in total. Source: the Open Molecules 2025 dataset; level of theory: ωB97M-V/def2-TZVPD.

Calculated values
Multiplicity ... 2
Net charge ... +2
E_HOMO (alpha / beta) ... -21.3 / -21.3 eV

Positions of all 16 atoms, in Å:
C (0.670, 1.142, 2.473)
N (0.975, 0.769, 1.271)
H (0.242, 2.131, 2.691)
H (1.080, 0.368, 3.158)
H (0.571, -0.336, -0.065)
H (1.188, 1.606, 0.689)
C (-1.579, 0.046, -0.711)
N (-0.115, -0.306, -0.908)
C (0.188, -1.548, -1.679)
H (-1.748, 0.396, 0.304)
H (-2.151, -0.870, -0.887)
H (-1.887, 0.734, -1.492)
H (0.275, 0.479, -1.433)
H (0.397, -2.355, -0.933)
H (-0.590, -1.812, -2.423)
H (0.949, -1.355, -2.404)

=====

Among the structures above, stability is greatest for #b.